110
Properties=species:S:1:pos:R:3:forces:R:3 method="wB97M-V/def2-TZVPD" total_charge=0 energy_ha=-4588.2788 multiplicity=1 e_homo_ha=-0.2442
Zr 13.5423 9.8698 8.7193 0.8 -1.2 -0.1
C 14.7057 11.7823 5.2444 0.3 -1.8 1.4
C 14.6180 12.8871 6.2410 0.7 0.7 1.4
C 14.3114 14.1824 5.5245 -0.4 0.8 0.1
C 15.8284 12.9549 7.2053 -0.6 0.2 0.1
C 16.9123 13.7093 6.8225 1.9 -0.5 0.1
C 18.0571 13.7390 7.6487 0.1 -0.2 0.6
C 18.0265 13.1069 8.9053 0.4 0.3 -0.5
C 16.9318 12.3444 9.3555 -0.3 0.8 -0.8
C 17.0958 11.8501 10.8034 -0.9 -0.7 -0.7
C 16.4302 10.5196 11.2317 0.1 0.4 -1.1
C 16.5839 12.9306 11.7245 -0.7 0.2 0.3
C 15.7947 12.3346 8.4946 0.4 -0.4 0.1
N 14.5721 11.7167 8.9144 -0.3 -0.4 -0.7
C 13.5098 12.6121 9.1580 0.7 0.1 0.2
C 12.1996 12.2339 9.2049 -0.4 0.3 0.2
N 11.7926 10.9154 8.9399 -0.5 -0.1 -0.3
C 10.3961 10.6389 8.6918 0.1 0.2 0.9
C 9.5868 10.1069 9.7261 -0.2 0.0 0.3
C 8.2101 9.9725 9.4721 0.3 0.0 0.5
C 7.6658 10.3436 8.2628 1.2 0.1 -0.9
C 8.4820 10.8314 7.2282 0.2 -0.6 1.3
C 9.8413 10.9947 7.4454 0.7 0.0 -0.2
C 10.7277 11.6015 6.3478 -1.5 0.1 0.5
C 10.5829 10.9322 5.0031 0.9 -1.0 0.5
C 10.3580 13.0771 6.1830 0.9 0.2 0.5
C 10.0073 9.6881 11.1748 -0.6 1.2 -0.9
C 11.1241 10.5266 11.8140 -0.2 -0.2 0.9
C 10.3577 8.2178 11.2516 -0.6 -0.7 1.3
C 11.4184 13.3978 9.6887 0.3 -0.9 -0.5
C 10.1316 13.6608 9.9706 -1.4 0.5 0.1
C 9.7444 14.9385 10.4728 -0.5 -1.7 0.4
C 10.6515 15.8910 10.7646 0.1 0.2 0.0
C 12.0015 15.6891 10.4360 1.2 -0.4 -0.9
C 13.0704 16.6408 10.5878 0.2 -1.5 -0.3
C 14.3463 16.2518 10.2597 0.0 -0.2 -0.2
C 14.6364 14.9460 9.7579 1.2 -0.4 -0.2
C 13.6334 14.0299 9.5299 0.3 0.6 0.7
C 12.3312 14.4329 9.8640 0.0 2.1 0.8
H 13.7863 11.7371 4.6971 -0.5 -0.2 -0.5
H 14.8374 10.8090 5.8114 -0.2 0.8 -0.9
H 15.5397 11.9051 4.5804 0.5 0.0 -0.5
H 13.8423 12.6990 6.9549 -1.1 -0.2 -0.2
H 15.1481 14.5096 4.9222 0.3 0.1 -0.2
H 14.0730 15.0164 6.2103 0.0 -0.4 -0.2
H 13.4763 14.0491 4.8180 0.1 0.0 0.4
H 16.9514 14.1329 5.8154 0.0 0.0 0.4
H 19.0283 14.1927 7.3695 -1.0 0.0 -0.1
H 18.8979 13.2548 9.5871 -0.7 -0.4 -0.7
H 18.1750 11.7387 10.8823 0.1 0.0 0.4
H 15.3469 10.6125 11.2134 -0.1 0.0 -0.1
H 16.7000 10.2874 12.2374 0.4 -0.1 0.8
H 16.7394 9.6833 10.6002 -0.2 0.2 0.3
H 15.4682 12.9693 11.6873 0.8 -0.1 0.1
H 16.9490 13.9089 11.4523 0.2 0.4 -0.1
H 16.9246 12.7269 12.7356 -0.2 0.0 0.3
H 7.5710 9.6075 10.2943 0.3 0.1 -0.6
H 6.6475 10.1944 8.0423 -1.2 -0.1 0.0
H 8.0709 11.0191 6.2631 -0.3 0.3 -0.5
H 11.7479 11.5187 6.6541 0.7 0.0 0.3
H 9.6560 11.2078 4.5743 -1.0 0.1 -0.7
H 10.6669 9.8300 5.0728 0.0 0.6 -0.1
H 11.3941 11.3139 4.3879 0.0 -0.1 -0.4
H 9.3288 13.2213 5.8904 -0.4 -0.1 0.0
H 10.9790 13.4981 5.3922 0.1 0.2 0.0
H 10.5360 13.6211 7.1233 -0.1 0.0 -0.4
H 9.0530 9.8660 11.7672 1.2 -0.3 -0.5
H 12.1183 10.1913 11.4974 -0.3 0.2 0.0
H 11.0503 10.3603 12.9121 0.2 0.1 -0.5
H 11.0318 11.6032 11.6585 0.0 -0.1 -0.1
H 11.1418 7.8769 10.5704 -0.3 0.2 -0.2
H 9.4463 7.5989 11.1720 0.5 0.1 -0.5
H 10.6985 8.0273 12.2942 0.0 0.0 -0.5
H 9.3194 12.9730 9.8544 -0.1 -0.6 -0.2
H 8.7070 14.9511 10.7968 0.1 0.7 -0.1
H 10.3506 16.7535 11.2972 -0.2 1.0 0.3
H 12.9264 17.6143 10.9866 -0.4 0.7 0.3
H 15.1809 16.9502 10.3750 -0.3 -0.3 0.0
H 15.7041 14.6748 9.6000 -1.0 0.3 0.0
C 13.7085 8.0088 11.4721 1.6 0.4 0.2
O 13.7354 8.7818 10.2927 0.2 -0.4 -0.1
H 12.7105 7.9463 11.7921 -1.2 -0.3 0.5
H 14.2771 8.5019 12.3026 -0.2 -0.3 -0.8
H 14.1050 6.9834 11.3158 -0.1 0.6 -0.1
Se 12.8600 8.3030 6.5184 0.3 1.1 -0.1
C 11.8524 7.0336 7.4649 -0.1 -1.6 0.2
C 10.4504 7.0852 7.4659 1.8 0.7 0.3
C 9.7329 6.1307 8.1168 -0.6 -0.4 0.1
C 10.3610 5.0597 8.7089 0.8 0.3 -0.3
C 11.7629 4.9844 8.7246 -0.8 -0.9 0.4
C 12.5224 5.9208 8.0557 0.3 1.3 0.0
H 9.9697 7.9362 7.0456 -0.3 0.5 -0.4
H 8.6665 6.2534 8.1482 -0.4 -0.3 0.0
H 9.7565 4.2660 9.0705 -0.2 -0.6 0.7
H 12.1731 4.1491 9.3031 0.3 0.3 -0.5
H 13.6409 5.8948 8.0257 -1.2 -0.1 0.1
N 15.6837 8.8789 7.6136 0.8 0.7 1.3
C 16.8010 8.5982 8.5031 0.2 0.8 -1.5
C 16.8066 7.4999 9.3312 -0.1 0.0 -0.3
C 17.9108 7.2029 10.0740 1.5 0.2 0.9
C 19.0444 8.0646 10.0533 -0.9 -0.8 0.5
C 19.0141 9.1882 9.2433 0.6 0.7 -0.7
C 17.9036 9.4380 8.4226 0.1 -0.4 0.6
H 15.3076 8.0437 7.2101 -0.3 -0.5 -0.2
H 16.0335 9.4536 6.8527 -0.2 0.0 0.0
H 15.9579 6.8678 9.3673 -0.8 -0.6 0.0
H 17.9053 6.3042 10.7146 0.1 0.6 -0.4
H 19.8632 7.8205 10.7368 -0.1 0.3 -0.5
H 19.8777 9.8905 9.1506 -0.8 -0.7 0.3
H 17.8482 10.3130 7.7844 0.2 -0.1 0.0